[1]
Formula: C19H26N6O3
Source: OMol25
Level of theory: wB97M-V/def2-TZVPD

Calculated values
Frontier orbital gap   8.87 eV
LUMO   0.5 eV
E_HOMO   -8.336 eV
Total charge   0
ΔE to the lowest compared entry with this formula, charge and spin   2.327 eV

Geometry (Å):
O1 -3.94180 2.03934 -1.12747
O2 -2.88398 3.99816 -0.53383
O3 -0.08497 -0.38262 4.05060
N1 -0.41674 -3.06322 -1.55237
N2 -0.18663 -1.23194 -2.66096
N3 -1.18644 -3.07977 -2.63048
N4 0.51129 -0.36367 0.23160
N5 -1.06813 -2.01006 -3.29671
N6 0.41507 1.74569 4.53295
C1 -1.39454 0.29847 1.60372
C2 0.21412 -1.91057 -1.55591
C3 -1.99165 3.17079 -1.16046
C4 -2.63271 1.98123 -1.51536
C5 -4.11024 3.29679 -0.51067
C6 0.15711 0.07464 -3.13920
C7 1.77577 -2.57420 0.25041
C8 -0.55954 -0.86624 1.08073
C9 0.01945 2.34310 -2.07646
C10 -0.53618 1.31282 2.36244
C11 0.66476 1.70352 1.49130
C12 -0.66382 3.37820 -1.43963
C13 1.41179 0.46231 1.01091
C14 3.31059 -4.57082 0.19879
C15 -1.96779 0.96586 -2.15503
C16 -0.06268 0.77756 3.71149
C17 1.18237 -1.39997 -0.54706
C18 2.71848 -3.41861 -0.60270
C19 -0.61022 1.16108 -2.42558
H1 -1.86884 0.80324 0.76054
H2 -0.08990 0.08480 -4.20653
H3 -0.17421 4.29998 -1.17353
H4 2.32161 -2.17822 1.10885
H5 1.99648 -0.89466 -1.08926
H6 3.52690 -2.79025 -0.98842
H7 1.23270 0.22878 -3.01843
H8 -1.19326 -1.52957 0.48910
H9 3.98099 -5.16223 -0.42028
H10 -2.47620 0.05760 -2.43406
H11 2.16701 -3.82017 -1.45462
H12 0.96217 -3.20183 0.61284
H13 2.51888 -5.21900 0.56548
H14 0.29910 2.24782 0.61962
H15 -4.87571 3.87455 -1.05237
H16 -2.17047 -0.09462 2.26170
H17 1.06689 2.47449 -2.30037
H18 1.35209 2.34782 2.04377
H19 -4.43366 3.15537 0.53306
H20 -0.16767 -1.43155 1.93646
H21 -1.13462 2.21006 2.56162
H22 3.87110 -4.19545 1.05252
H23 2.24849 0.76676 0.37531
H24 0.74367 1.48385 5.44757
H25 0.39643 2.71912 4.28936
H26 1.81731 -0.07459 1.88497

Cartesian forces (eV/Å) of the 6 atoms listed first:
0.23 -0.40 -0.22
0.46 0.09 -0.08
-0.06 -0.51 0.07
0.69 0.06 0.87
0.28 -1.07 0.90
-0.67 -0.68 -0.32

[2]
Formula: C19H26N8OPd
Source: OMol25
Level of theory: wB97M-V/def2-TZVPD

Calculated values
Frontier orbital gap   5.63 eV
LUMO   0.3 eV
E_HOMO   -5.320 eV
Total charge   0
ΔE to the lowest compared entry with this formula, charge and spin   1.177 eV

Geometry (Å):
Pd1 0.29613 -0.82934 -1.75119
O1 1.80196 2.36857 -3.25567
N1 0.50629 -0.63768 0.30486
N2 -0.42597 -2.29813 -3.38855
N3 -0.23135 1.34256 -2.86410
N4 2.47860 -1.14546 -3.53250
N5 -0.47612 0.30257 5.23213
N6 -2.48785 0.91068 -2.78347
N7 0.94953 -1.40373 5.39913
N8 -1.62062 3.05559 -3.36558
C1 -0.29048 3.57636 -3.62251
C2 0.37205 -0.59369 3.11441
C3 1.05857 -1.91559 -5.39009
C4 -2.82260 3.67280 -3.86608
C5 -0.24634 0.25929 0.96701
C6 0.43813 -0.99274 9.04402
C7 0.59372 2.37746 -3.22568
C8 -1.46767 1.75812 -3.00114
C9 1.90894 -0.78464 -4.82465
C10 -0.35292 -2.01591 -4.82718
C11 1.17233 -1.50884 2.43941
C12 -0.45845 0.08121 8.93513
C13 0.61241 -1.07357 6.69333
C14 -0.82841 0.58860 7.70573
C15 -0.34757 0.31312 2.34161
C16 0.26629 -0.54531 4.57307
C17 -0.28244 -0.00062 6.56640
C18 0.99034 -1.58997 7.92713
C19 1.20977 -1.49508 1.05683
H1 0.70263 -1.36072 10.02659
H2 -3.41352 1.25773 -2.60756
H3 2.67250 -0.49978 -5.56125
H4 -0.13700 3.81975 -4.67704
H5 1.82072 -2.20078 0.51231
H6 3.32067 -1.69832 -3.63530
H7 1.68154 -2.41797 8.01614
H8 1.27706 0.09159 -4.67208
H9 0.94964 -1.77996 -6.47070
H10 -2.78623 4.74319 -3.66719
H11 0.13500 -3.10214 -3.13512
H12 -3.69952 3.28126 -3.35250
H13 -1.38391 -2.49620 -3.13199
H14 1.77250 -2.24607 2.95718
H15 -1.51872 1.41631 7.61561
H16 1.58705 -2.86701 -5.25907
H17 -0.78584 0.95890 0.34332
H18 -2.95105 3.52138 -4.94270
H19 -0.89085 -2.77401 -5.41342
H20 -0.06389 4.45385 -3.01583
H21 -0.86326 -1.06159 -4.99169
H22 2.71430 -0.31340 -3.00304
H23 1.57393 -2.13438 5.11173
H24 -2.19028 0.06218 -2.30491
H25 -0.97461 1.05235 2.81866
H26 -0.86515 0.51720 9.83805

Cartesian forces (eV/Å) of the 6 atoms listed first:
-0.36 -0.40 -0.05
-0.01 0.07 -0.01
-0.09 0.10 0.21
0.07 0.20 -0.11
0.43 -0.13 -0.13
0.10 0.09 0.09

[3]
Formula: C19H26N9S2V
Source: OMol25
Level of theory: wB97M-V/def2-TZVPD

Calculated values
Frontier orbital gap (spin up / spin down)   6.81 / 6.59 eV
LUMO (spin up / spin down)   -7.0 / -7.2 eV
E_HOMO (spin up / spin down)   -13.811 / -13.830 eV
Total charge   +2
Multiplicity   3

Geometry (Å):
V1 -0.57798 -0.41275 -0.73936
S1 1.14547 -0.56078 -2.33519
S2 -1.67534 -2.01550 0.77796
N1 -2.44516 -1.32954 3.21764
N2 -1.48536 0.83892 0.62669
N3 2.25650 -1.10720 3.08948
N4 2.60011 1.15870 2.26561
N5 -1.41059 1.13633 -1.89574
N6 -1.77454 0.41032 1.90351
N7 1.34557 -0.45971 0.88486
N8 -1.15199 -1.75482 -2.13858
N9 3.77705 -0.71232 1.25042
C1 3.51365 -1.51353 2.44597
C2 1.51696 0.96549 1.32994
C3 -2.17705 -2.59230 -2.43211
C4 -0.03428 -1.74754 -2.88456
C5 -1.91454 3.15895 1.25898
C6 -1.54977 1.19382 -3.21676
C7 -1.94069 3.54331 -3.16043
C8 -0.93343 -3.46849 -4.25617
C9 -1.55060 2.27978 -1.18572
C10 -1.82970 2.38361 -3.88377
C11 1.17750 -1.27507 2.13993
C12 -1.80423 3.48922 -1.76849
C13 -2.10271 -3.45625 -3.48684
C14 2.69047 -0.87274 0.31068
C15 0.10740 -2.61797 -3.96380
C16 3.85176 0.69902 1.63593
C17 -1.59383 2.07075 0.30103
C18 -1.99481 -0.93254 2.04288
C19 2.35349 0.31292 3.44269
H1 -3.04170 -2.53248 -1.78669
H2 4.66649 0.83396 2.34544
H3 -1.94567 2.37175 -4.95901
H4 2.60815 -1.91011 -0.00988
H5 -2.99563 3.20396 1.42530
H6 -2.14352 4.48729 -3.65011
H7 1.01833 -2.61063 -4.54586
H8 1.69610 1.57613 0.43899
H9 4.33216 -1.38468 3.15266
H10 -2.60486 -2.31462 3.36746
H11 -2.08918 1.08555 2.58259
H12 -1.40932 3.01297 2.21450
H13 -1.42638 0.26281 -3.75033
H14 1.42264 0.62680 3.92190
H15 -2.69111 -0.69918 3.96499
H16 -1.91543 4.38458 -1.17447
H17 0.25742 -0.96274 2.62896
H18 3.16853 0.45053 4.15127
H19 0.58795 1.28454 1.80519
H20 -0.84831 -4.15141 -5.09268
H21 1.09496 -2.32203 1.85240
H22 4.05173 1.30377 0.75038
H23 2.89759 -0.25617 -0.55564
H24 -2.93170 -4.11340 -3.70803
H25 -1.59981 4.12808 0.88220
H26 3.45126 -2.56734 2.17183

Cartesian forces (eV/Å) of the 6 atoms listed first:
1.33 -0.66 0.55
-0.23 -0.42 -0.21
-0.17 0.32 0.11
-0.07 -0.25 0.04
-0.52 -0.15 0.47
0.05 0.18 -0.31

[4]
Formula: C19H26NO4
Source: OMol25
Level of theory: wB97M-V/def2-TZVPD

Calculated values
Frontier orbital gap   8.33 eV
LUMO   -2.3 eV
E_HOMO   -10.615 eV
Total charge   +1
ΔE to the lowest compared entry with this formula, charge and spin   0.067 eV

Geometry (Å):
O1 3.76553 -0.72752 -1.45494
O2 -1.30720 1.36705 -2.08411
O3 -2.45594 0.59475 0.62800
O4 3.42858 2.13251 -1.30424
N1 -1.98674 -1.12457 -1.24269
C1 -1.59706 -1.55327 0.12916
C2 1.07111 1.80711 -1.70298
C3 0.21753 -0.41849 -2.01395
C4 -0.66173 -0.15794 2.79824
C5 -1.84435 -0.83043 2.51310
C6 2.59333 -0.07115 -1.60973
C7 -1.90460 -1.65763 4.76687
C8 1.50264 -0.90318 -1.84074
C9 -1.78151 -3.04740 0.31059
C10 -1.59731 2.74888 -2.03940
C11 -2.46485 -1.57895 3.50373
C12 -0.00004 0.95936 -1.93602
C13 -0.10680 -0.23462 4.06280
C14 5.00753 -0.05017 -1.42281
C15 3.25950 3.53215 -1.32027
C16 2.36675 1.32167 -1.54090
C17 -0.94554 -1.32728 -2.28683
C18 -2.44034 -0.73313 1.12870
C19 -0.72651 -0.98619 5.04739
H1 -0.18272 0.43233 2.02932
H2 5.75503 -0.84183 -1.39695
H3 4.25575 3.94266 -1.16666
H4 -2.13361 -0.08845 -1.19447
H5 -1.39489 -1.07814 -3.25145
H6 -1.07485 3.29091 -2.83059
H7 -2.81903 -3.33566 0.15261
H8 -2.69200 1.19798 1.34031
H9 2.60485 3.86893 -0.51084
H10 2.87138 3.87962 -2.28194
H11 -1.15054 -3.60881 -0.37246
H12 -2.86624 -1.57633 -1.50636
H13 -0.29334 -1.04570 6.03344
H14 -0.54609 -1.27380 0.25350
H15 5.10574 0.57358 -0.53335
H16 5.15507 0.55954 -2.31556
H17 0.90295 2.86810 -1.64350
H18 -3.38766 -2.09758 3.28852
H19 -1.34451 3.17494 -1.06525
H20 -0.62915 -2.37010 -2.29821
H21 -3.47030 -1.12640 1.14378
H22 -2.67089 2.82795 -2.19908
H23 -2.39192 -2.24026 5.53281
H24 1.70004 -1.96143 -1.89922
H25 0.80975 0.29183 4.27901
H26 -1.50480 -3.32544 1.32364

Cartesian forces (eV/Å) of the 6 atoms listed first:
-0.32 -0.07 0.07
0.36 -0.36 -0.16
0.08 0.13 -0.05
-0.13 -0.47 -0.01
-0.31 0.45 0.08
-0.12 -0.05 0.61